[1]
{"formula": "C2H3ClFN", "method": "wB97M-V/def2-TZVPD", "orbital_gap_ev": [8.60, 8.59], "de_lowest_ev": 2.4183, "spin_multiplicity": 1, "lumo_ha": [-0.03403, -0.03404], "homo_ha": [-0.3499, -0.3498], "symbols": ["C", "C", "N", "F", "Cl", "H", "H", "H"], "coordinates": [[-1.263, -0.336, 0.553], [0.816, -0.172, -0.634], [-0.363, -0.605, -0.269], [1.021, 2.058, 0.026], [2.197, -0.720, 0.153], [-2.122, -0.993, 0.595], [-1.229, 0.536, 1.203], [0.943, 0.232, -1.628]], "nbo_charge": [0.085, 0.255, -0.387, -0.770, 0.147, 0.192, 0.223, 0.256]}

---

[2]
{"formula": "C38H52ClMoN3O3SSb", "method": "wB97M-V/def2-TZVPD", "orbital_gap_ev": [6.60, 6.92], "de_lowest_ev": 1.6743, "spin_multiplicity": 3, "s_squared": 2.029, "total_charge": 1, "lumo_ha": [-0.14255, -0.12971], "homo_ha": [-0.3851, -0.3840], "symbols": ["Mo", "C", "N", "C", "C", "N", "C", "S", "C", "C", "C", "C", "C", "N", "H", "H", "H", "H", "H", "H", "H", "H", "H", "O", "C", "O", "C", "C", "C", "C", "C", "C", "H", "H", "H", "H", "H", "C", "C", "C", "C", "Sb", "C", "C", "C", "C", "C", "C", "C", "C", "H", "H", "H", "H", "H", "H", "H", "H", "H", "H", "H", "H", "H", "H", "H", "H", "H", "H", "H", "H", "H", "H", "H", "H", "H", "H", "H", "C", "C", "C", "C", "C", "C", "C", "C", "H", "H", "H", "H", "H", "C", "C", "O", "H", "H", "H", "H", "H", "H", "Cl"], "coordinates": [[-1.302, 0.760, -0.935], [-3.235, 5.004, 1.316], [-3.775, 3.657, 1.313], [-4.622, 3.095, 2.248], [-4.859, 1.824, 1.874], [-4.156, 1.607, 0.697], [-3.494, 2.750, 0.365], [-2.615, 3.034, -1.046], [-4.364, 0.528, -0.186], [-5.667, 0.086, -0.336], [-5.957, -0.921, -1.236], [-4.899, -1.436, -1.967], [-3.634, -0.952, -1.749], [-3.312, 0.027, -0.867], [-3.296, 5.412, 2.322], [-3.791, 5.640, 0.628], [-2.194, 4.966, 0.998], [-4.991, 3.645, 3.094], [-5.441, 1.058, 2.352], [-6.454, 0.561, 0.232], [-6.967, -1.279, -1.372], [-5.046, -2.227, -2.689], [-2.807, -1.362, -2.297], [0.377, 3.673, 0.088], [0.751, 2.946, -0.804], [0.188, 1.753, -1.003], [1.883, 3.267, -1.707], [2.154, 2.486, -2.831], [3.217, 2.813, -3.657], [4.009, 3.916, -3.366], [3.756, 4.679, -2.233], [2.691, 4.360, -1.408], [1.525, 1.634, -3.065], [3.421, 2.218, -4.537], [4.827, 4.172, -4.026], [4.381, 5.530, -2.001], [2.483, 4.944, -0.521], [3.123, -2.037, 1.175], [2.859, -2.447, -0.267], [3.814, -1.748, -1.225], [3.018, -3.961, -0.357], [0.719, -1.826, -0.854], [-0.524, -3.166, 0.479], [-0.384, -2.614, 1.895], [-1.967, -2.985, 0.033], [-0.152, -4.642, 0.429], [0.611, -2.616, -2.996], [1.186, -1.485, -3.845], [-0.840, -2.848, -3.393], [1.380, -3.904, -3.249], [4.149, -2.317, 1.437], [2.459, -2.561, 1.860], [3.012, -0.970, 1.321], [4.845, -1.985, -0.945], [3.704, -0.668, -1.184], [3.669, -2.080, -2.254], [4.087, -4.197, -0.347], [2.594, -4.397, -1.254], [2.573, -4.447, 0.507], [-0.530, -1.535, 1.918], [0.591, -2.846, 2.319], [-1.141, -3.071, 2.542], [-2.241, -1.933, 0.097], [-2.636, -3.543, 0.697], [-2.135, -3.347, -0.981], [0.768, -4.841, 0.972], [-0.042, -5.009, -0.593], [-0.943, -5.226, 0.912], [0.648, -0.554, -3.673], [1.081, -1.731, -4.907], [2.245, -1.320, -3.639], [-1.413, -1.926, -3.326], [-1.307, -3.632, -2.796], [-0.877, -3.170, -4.439], [2.450, -3.785, -3.088], [1.246, -4.194, -4.297], [1.007, -4.727, -2.638], [-1.392, 0.719, 1.107], [-1.292, 0.942, 2.303], [-1.040, 1.182, 3.687], [0.203, 0.831, 4.226], [0.489, 1.088, 5.554], [-0.455, 1.698, 6.368], [-1.697, 2.034, 5.848], [-1.990, 1.778, 4.520], [0.934, 0.352, 3.587], [1.450, 0.806, 5.963], [-0.223, 1.899, 7.405], [-2.442, 2.495, 6.483], [-2.960, 2.031, 4.117], [4.501, 1.664, 1.077], [2.995, 1.552, 1.238], [2.408, 0.771, 0.189], [4.745, 2.124, 0.116], [4.920, 2.281, 1.872], [4.968, 0.680, 1.116], [2.535, 2.544, 1.266], [2.740, 1.039, 2.166], [2.693, 1.167, -0.643], [-1.582, 0.753, -3.298]], "mulliken_charge": [0.533, -0.769, 0.235, -0.772, -0.543, 0.741, -0.149, -0.268, -0.246, -0.767, -0.958, -0.916, -0.411, 0.813, 0.352, 0.309, 0.277, 0.569, 0.570, 0.639, 0.457, 0.548, 0.262, -0.629, -0.086, 1.138, 0.206, 0.190, -0.870, -0.422, -0.768, -0.430, 0.470, 0.454, 0.424, 0.433, 0.461, -1.602, 2.188, -1.716, -1.748, 0.568, 2.134, -2.166, -1.599, -1.626, 1.987, -1.567, -1.611, -2.236, 0.512, 0.299, -0.126, 0.505, 0.064, 0.325, 0.539, 0.239, 0.319, 0.267, 0.334, 0.512, 0.137, 0.639, 0.184, 0.316, 0.215, 0.480, -0.049, 0.455, 0.295, 0.198, 0.359, 0.555, 0.410, 0.567, 0.296, 0.252, 0.335, 0.045, -0.159, -0.846, -0.434, -0.755, -0.070, 0.503, 0.424, 0.404, 0.413, 0.311, -1.419, 0.036, 0.555, 0.300, 0.442, 0.271, 0.359, 0.174, -0.606, -0.462]}

---

[3]
{"formula": "C3H5NO2", "method": "wB97M-V/def2-TZVPD", "orbital_gap_ev": 11.59, "de_lowest_ev": 0.9640, "spin_multiplicity": 1, "lumo_ha": 0.01579, "homo_ha": -0.4102, "symbols": ["O", "C", "N", "C", "O", "H", "C", "H", "H", "H", "H"], "coordinates": [[-1.390, -1.320, 0.937], [-0.359, -1.222, 0.405], [0.673, -1.052, -0.219], [1.898, -1.725, -0.140], [2.736, -1.626, -0.988], [2.010, -2.341, 0.770], [-1.096, 1.877, -0.155], [-1.781, 1.027, -0.146], [-1.512, 2.672, 0.464], [-0.979, 2.233, -1.180], [-0.122, 1.575, 0.236]], "nbo_charge": [-0.463, 0.913, -0.617, 0.534, -0.489, 0.123, -0.853, 0.209, 0.216, 0.218, 0.210]}

---

[4]
{"formula": "C7H21N7O14", "method": "wB97M-V/def2-TZVPD", "orbital_gap_ev": 9.97, "de_lowest_ev": 0.6097, "spin_multiplicity": 1, "lumo_ha": -0.01465, "homo_ha": -0.3810, "symbols": ["C", "N", "O", "O", "H", "H", "H", "C", "N", "O", "O", "H", "H", "H", "C", "N", "O", "O", "H", "H", "H", "C", "N", "O", "O", "H", "H", "H", "C", "N", "O", "O", "H", "H", "H", "C", "N", "O", "O", "H", "H", "H", "C", "N", "O", "O", "H", "H", "H"], "coordinates": [[1.541, 3.009, 4.099], [0.937, 1.945, 3.246], [1.628, 1.399, 2.439], [-0.263, 1.843, 3.304], [1.636, 3.923, 3.525], [2.456, 2.559, 4.474], [0.848, 3.203, 4.911], [1.847, 2.157, -3.929], [0.664, 2.830, -4.550], [0.928, 3.839, -5.187], [-0.456, 2.423, -4.340], [1.537, 1.138, -3.713], [2.091, 2.671, -3.007], [2.640, 2.206, -4.664], [-4.280, 1.521, 1.348], [-5.759, 1.436, 1.476], [-6.200, 1.043, 2.540], [-6.441, 1.633, 0.492], [-3.858, 2.510, 1.479], [-3.979, 1.089, 0.397], [-3.889, 0.824, 2.086], [-0.276, -0.535, 0.394], [-0.323, 0.785, -0.244], [0.509, 1.052, -1.090], [-1.330, 1.449, -0.058], [-0.970, -0.479, 1.226], [0.757, -0.745, 0.649], [-0.666, -1.290, -0.282], [3.989, -2.020, 0.276], [3.822, -1.398, 1.623], [4.655, -0.603, 1.996], [2.872, -1.778, 2.301], [4.380, -3.023, 0.412], [4.659, -1.386, -0.293], [3.010, -2.072, -0.194], [1.649, -4.782, 1.593], [0.761, -3.874, 0.808], [1.013, -3.683, -0.368], [-0.117, -3.302, 1.430], [2.623, -4.759, 1.121], [1.133, -5.741, 1.548], [1.679, -4.465, 2.627], [-1.979, -0.727, -3.348], [-3.120, 0.094, -2.820], [-3.457, -0.073, -1.663], [-3.675, 0.825, -3.609], [-1.589, -1.380, -2.581], [-1.262, 0.013, -3.700], [-2.373, -1.306, -4.179]], "nbo_charge": [-0.487, 0.544, -0.380, -0.379, 0.242, 0.233, 0.231, -0.480, 0.534, -0.384, -0.368, 0.225, 0.246, 0.229, -0.498, 0.531, -0.391, -0.367, 0.239, 0.258, 0.225, -0.479, 0.535, -0.415, -0.369, 0.245, 0.231, 0.242, -0.488, 0.533, -0.349, -0.403, 0.230, 0.237, 0.242, -0.477, 0.539, -0.400, -0.366, 0.225, 0.238, 0.248, -0.491, 0.540, -0.396, -0.356, 0.218, 0.250, 0.234]}

---

Please write out number 1 again, unchanged.
{"formula": "C2H3ClFN", "method": "wB97M-V/def2-TZVPD", "orbital_gap_ev": [8.60, 8.59], "de_lowest_ev": 2.4183, "spin_multiplicity": 1, "lumo_ha": [-0.03403, -0.03404], "homo_ha": [-0.3499, -0.3498], "symbols": ["C", "C", "N", "F", "Cl", "H", "H", "H"], "coordinates": [[-1.263, -0.336, 0.553], [0.816, -0.172, -0.634], [-0.363, -0.605, -0.269], [1.021, 2.058, 0.026], [2.197, -0.720, 0.153], [-2.122, -0.993, 0.595], [-1.229, 0.536, 1.203], [0.943, 0.232, -1.628]], "nbo_charge": [0.085, 0.255, -0.387, -0.770, 0.147, 0.192, 0.223, 0.256]}